Formula: C39H62IN8O2RbTe
Source: OMol25
Level of theory: the ωB97M-V functional and the def2-TZVPD basis

XYZ file:
```
114
Properties=species:S:1:pos:R:3:mulliken_charge:R:1
Rb -13.37 5.89 -17.34 -1.503
C -9.71 6.47 -17.87 1.209
C -9.56 4.94 -17.70 -1.367
N -10.83 4.13 -17.91 0.017
C -11.07 3.62 -19.31 -1.315
C -11.41 4.61 -20.38 -0.754
N -12.62 5.47 -20.20 1.010
C -12.89 6.46 -21.25 -0.838
C -11.90 7.63 -21.35 -0.326
C -12.54 8.88 -20.71 -1.231
N -12.66 8.92 -19.24 0.337
C -11.43 9.37 -18.58 -0.556
C -11.36 9.28 -17.05 -0.966
N -11.33 7.94 -16.41 0.079
C -10.08 7.20 -16.53 -1.104
H -10.47 6.65 -18.64 -0.585
H -8.72 6.77 -18.22 0.264
H -9.20 4.79 -16.64 0.366
H -8.74 4.50 -18.29 0.377
H -10.78 3.32 -17.26 0.252
H -11.84 2.86 -19.23 0.508
H -10.14 3.20 -19.70 0.391
H -11.56 4.00 -21.26 0.382
H -10.50 5.22 -20.52 0.309
H -13.50 4.89 -20.07 -0.425
H -13.79 6.97 -20.94 0.336
H -13.10 6.08 -22.27 0.344
H -11.79 7.92 -22.41 0.348
H -10.90 7.36 -21.04 0.349
H -13.50 8.99 -21.12 0.536
H -11.99 9.79 -21.02 0.437
H -13.33 9.66 -19.04 -0.045
H -11.15 10.42 -18.77 0.637
H -10.54 8.82 -18.93 0.307
H -12.17 9.92 -16.66 0.437
H -10.50 9.93 -16.83 0.429
H -11.56 8.05 -15.43 0.206
H -10.13 6.40 -15.82 0.614
H -9.17 7.78 -16.24 0.031
C -14.43 4.15 -9.20 -1.986
C -15.52 4.79 -10.10 2.153
C -16.65 3.76 -10.49 -1.678
C -16.08 6.12 -9.42 -1.478
C -14.85 5.19 -11.40 1.066
C -13.66 4.68 -11.91 -0.727
C -13.36 4.90 -13.25 -1.063
N -14.07 5.65 -14.07 0.087
C -15.24 6.22 -13.59 -0.777
C -15.64 5.94 -12.29 -0.118
C -16.02 7.12 -14.51 -0.234
C -17.00 7.95 -13.97 0.256
C -17.58 9.01 -14.68 0.304
C -17.22 9.01 -16.05 -1.044
C -16.28 8.15 -16.54 -0.166
N -15.68 7.17 -15.80 0.126
C -18.53 9.97 -14.10 2.619
C -19.97 9.47 -14.25 -1.807
C -18.35 11.36 -14.78 -2.102
C -18.32 10.20 -12.62 -2.111
H -14.77 4.04 -8.15 0.383
H -13.52 4.74 -9.19 0.440
H -14.21 3.18 -9.63 0.430
H -16.78 3.09 -9.63 0.476
H -16.32 3.14 -11.33 0.284
H -17.56 4.24 -10.74 0.403
H -16.25 6.00 -8.34 0.374
H -17.01 6.47 -9.87 0.342
H -15.34 6.95 -9.57 0.325
H -13.01 4.09 -11.30 0.493
H -12.40 4.34 -13.89 0.069
H -16.64 6.35 -11.98 -0.215
H -17.29 7.85 -12.92 0.006
H -17.65 9.73 -16.73 0.219
H -15.99 8.26 -17.56 0.409
H -20.24 9.39 -15.28 0.432
H -20.72 10.05 -13.71 0.379
H -19.90 8.46 -13.81 0.367
H -18.44 11.39 -15.84 0.378
H -17.37 11.76 -14.50 0.389
H -19.14 11.99 -14.38 0.479
H -18.55 9.33 -12.02 0.408
H -18.87 11.03 -12.11 0.365
H -17.30 10.52 -12.44 0.484
O -17.36 3.55 -17.10 -0.730
C -16.37 3.51 -17.75 0.841
N -15.39 3.44 -18.45 -0.733
N -18.99 3.57 -20.42 -0.171
C -17.94 3.74 -20.89 -0.170
H -19.95 3.61 -20.18 0.271
C -15.64 0.24 -16.75 -1.201
C -14.49 0.60 -15.79 -0.112
O -13.72 1.75 -16.21 -0.366
H -15.85 -0.84 -16.53 0.340
H -15.47 0.38 -17.79 0.353
H -16.56 0.80 -16.62 0.278
H -13.80 -0.24 -15.71 0.303
H -14.83 0.77 -14.76 0.216
H -14.26 2.27 -16.88 0.108
I -9.96 3.21 -13.55 -0.266
C -11.83 3.56 -14.57 0.322
H -12.50 2.68 -14.58 0.220
H -11.73 3.99 -15.56 -0.411
Te -15.58 3.25 -21.03 0.407
C -15.96 2.47 -22.91 0.269
C -17.18 2.00 -23.35 -0.295
C -17.43 1.78 -24.75 -0.492
C -16.44 2.04 -25.66 -0.368
C -15.20 2.58 -25.21 -0.574
C -14.91 2.56 -23.86 -0.431
H -18.01 1.95 -22.67 0.301
H -18.47 1.48 -25.06 0.255
H -16.56 1.86 -26.71 0.359
H -14.39 2.85 -25.87 0.332
H -13.92 2.87 -23.45 0.204
```

Properties
- charge = -2
- M (g/mol) = 1015.0
- orbital gap (spin up / spin down) (eV) = 3.820 / 0.568
- HOMO (spin up / spin down) (eV) = -0.346 / 1.939